Molecular formula: C24H40BMnN7OS3
Method: DFT, the ωB97M-V functional and the def2-TZVPD basis

Geometry (Å):
Mn  0.455  0.180  -0.878
C  4.897  1.194  -1.562
C  4.204  2.501  -1.917
C  5.163  3.653  -1.598
C  3.841  2.502  -3.406
N  2.924  2.789  -1.150
C  2.332  4.013  -1.344
C  1.187  4.051  -0.633
N  1.054  2.862  0.032
B  -0.016  2.810  1.185
N  -1.490  2.592  0.717
C  -2.499  2.945  1.577
C  -3.674  2.597  1.015
N  -3.403  2.005  -0.197
C  -2.056  2.019  -0.366
S  -1.152  1.491  -1.747
C  -4.476  1.468  -1.111
C  -4.288  -0.031  -1.369
C  -5.816  1.639  -0.402
C  -4.475  2.288  -2.404
N  0.354  1.762  2.263
C  1.048  2.108  3.395
C  1.139  1.009  4.171
N  0.496  -0.026  3.524
C  0.047  0.451  2.341
S  -0.711  -0.386  1.020
C  0.451  -1.391  4.169
C  1.824  -2.027  3.958
C  -0.653  -2.277  3.604
C  0.169  -1.175  5.659
C  2.114  2.074  -0.310
S  2.366  0.462  0.289
H  5.838  1.162  -2.110
H  4.317  0.326  -1.856
H  5.137  1.128  -0.501
H  6.139  3.428  -2.023
H  5.278  3.777  -0.521
H  4.833  4.596  -2.031
H  4.718  2.243  -3.998
H  3.489  3.482  -3.728
H  3.059  1.772  -3.593
H  2.759  4.775  -1.970
H  0.474  4.848  -0.515
H  0.020  3.883  1.704
H  -2.302  3.425  2.520
H  -4.671  2.736  1.389
H  -4.327  -0.588  -0.430
H  -3.356  -0.252  -1.872
H  -5.104  -0.376  -2.003
H  -5.831  1.110  0.553
H  -6.592  1.206  -1.030
H  -6.066  2.688  -0.244
H  -3.545  2.164  -2.953
H  -4.612  3.348  -2.185
H  -5.296  1.961  -3.040
H  1.420  3.105  3.551
H  1.607  0.887  5.129
H  2.009  -2.211  2.898
H  1.876  -2.977  4.489
H  2.618  -1.383  4.340
H  -0.430  -2.621  2.601
H  -1.608  -1.748  3.598
H  -0.763  -3.156  4.236
H  1.024  -0.760  6.192
H  -0.067  -2.130  6.123
H  -0.687  -0.511  5.794
N  0.816  -0.509  -4.836
C  0.844  -0.687  -3.530
O  1.167  0.247  -2.755
C  0.503  -2.011  -2.919
C  0.037  -1.769  -1.478
H  1.038  0.391  -5.233
H  0.566  -1.254  -5.466
H  1.410  -2.620  -2.928
H  -0.251  -2.537  -3.505
H  0.532  -2.434  -0.775
H  -1.043  -1.884  -1.386

Output
⟨S²⟩ = 4.234
Electronic energy = -102509.770 eV
Kohn-Sham gap (spin up / spin down) = 6.07 / 8.33 eV
Total charge = +2
Multiplicity = 4
LUMO (spin up / spin down) = -7.7 / -5.6 eV

=====

Molecular formula: C24H40BrInO6
Method: DFT, the ωB97M-V functional and the def2-TZVPD basis

Geometry (Å):
In  1.429  0.211  1.300
C  4.399  -0.436  2.380
C  4.405  0.876  1.609
O  3.182  1.608  1.816
C  3.045  2.331  3.060
C  2.119  1.595  4.002
O  0.976  1.231  3.207
C  -0.345  1.247  3.785
C  -1.298  1.280  2.599
O  -0.881  0.376  1.563
C  -1.487  -0.934  1.508
C  -0.793  -1.884  2.451
O  0.613  -1.756  2.191
C  1.452  -2.493  3.090
C  2.861  -2.352  2.577
O  3.044  -0.940  2.327
H  4.688  -0.336  3.428
H  5.077  -1.136  1.889
H  4.441  0.687  0.536
H  5.257  1.498  1.878
H  2.610  3.292  2.791
H  4.025  2.500  3.505
H  1.818  2.259  4.812
H  2.556  0.691  4.426
H  -0.474  2.150  4.382
H  -0.461  0.377  4.431
H  -1.268  2.270  2.145
H  -2.322  1.069  2.907
H  -1.354  -1.259  0.474
H  -2.554  -0.866  1.719
H  -1.115  -2.909  2.255
H  -0.985  -1.656  3.503
H  1.162  -3.545  3.108
H  1.348  -2.078  4.098
H  3.003  -2.887  1.638
H  3.585  -2.700  3.313
C  -3.786  -0.753  -4.319
C  -2.902  -1.813  -3.662
C  -3.759  -2.639  -2.693
C  -2.341  -2.731  -4.758
C  -1.745  -1.193  -2.879
C  -0.775  -2.022  -2.319
C  0.257  -1.461  -1.597
Br  1.621  -2.602  -0.908
C  0.367  -0.089  -1.387
O  1.406  0.391  -0.627
C  -0.556  0.774  -1.991
C  -1.598  0.183  -2.707
C  -0.388  2.301  -1.943
C  -1.472  3.014  -2.758
C  0.975  2.675  -2.551
C  -0.486  2.843  -0.511
H  -4.580  -1.246  -4.880
H  -3.225  -0.134  -5.021
H  -4.264  -0.105  -3.582
H  -4.561  -3.140  -3.237
H  -4.216  -2.002  -1.933
H  -3.169  -3.410  -2.193
H  -3.154  -3.085  -5.393
H  -1.847  -3.611  -4.344
H  -1.626  -2.202  -5.390
H  -0.811  -3.094  -2.456
H  -2.321  0.829  -3.177
H  -1.452  2.715  -3.806
H  -1.291  4.089  -2.723
H  -2.473  2.835  -2.361
H  1.116  2.181  -3.513
H  1.803  2.393  -1.902
H  1.021  3.752  -2.721
H  -1.473  2.647  -0.087
H  -0.326  3.923  -0.517
H  0.275  2.407  0.144

Output
Electronic energy = -113023.220 eV
Kohn-Sham gap = 7.23 eV
Total charge = +2
Relative energy (zero: lowest compared OMol25 entry of this formula, charge and spin) = 0.0 kcal per mole
LUMO = -6.1 eV

=====

Molecular formula: C24H40Cl2N2O7
Method: DFT, the ωB97M-V functional and the def2-TZVPD basis

Geometry (Å):
C  0.722  -2.742  1.672
C  1.233  -2.091  0.509
C  1.735  -0.968  -0.623
C  1.162  0.528  -0.262
Cl  1.836  0.744  1.491
N  1.794  1.372  -1.368
C  0.870  2.499  -1.820
O  1.005  3.326  -2.869
C  -0.379  2.441  -0.751
C  -0.002  3.472  0.466
O  1.414  3.933  0.277
C  1.585  5.154  1.131
C  1.781  5.075  2.786
O  1.547  6.402  0.619
C  -1.589  3.231  -1.521
C  -2.965  3.424  -0.653
O  -3.838  4.364  -1.094
N  -3.354  2.689  0.610
C  -4.592  1.829  0.427
C  -3.597  3.628  1.779
C  -0.469  0.829  -0.481
Cl  -1.143  0.311  1.207
C  -1.044  -0.181  -1.636
C  -2.624  0.039  -2.029
O  -2.925  0.478  -3.283
H  0.550  -3.122  2.790
H  2.922  -0.949  -0.510
H  1.495  -1.344  -1.705
H  1.818  0.810  -2.272
H  -0.642  4.462  0.491
H  0.000  2.927  1.521
H  2.593  4.261  3.048
H  0.736  4.879  3.317
H  2.147  6.126  3.190
H  -1.174  4.325  -1.757
H  -1.820  2.744  -2.577
H  -5.105  2.079  -0.604
H  -5.421  1.994  1.252
H  -4.279  0.686  0.520
H  -2.977  4.628  1.734
H  -4.729  3.956  1.903
H  -3.323  3.020  2.766
H  -0.318  -0.138  -2.558
H  -0.967  -1.299  -1.222
H  -3.548  -0.185  -1.340
C  0.301  -4.332  6.342
C  -1.015  -4.661  5.657
O  -0.870  -5.527  4.536
C  -0.308  -6.813  4.793
C  -1.118  -7.641  5.776
H  1.002  -3.883  5.632
H  0.137  -3.630  7.165
H  0.780  -5.224  6.755
H  -1.455  -3.732  5.280
H  -1.736  -5.077  6.367
H  0.730  -6.710  5.123
H  -0.277  -7.337  3.833
H  -1.169  -7.172  6.761
H  -0.668  -8.632  5.899
H  -2.146  -7.765  5.418
C  3.766  -1.115  -7.078
C  2.708  -1.401  -6.024
O  2.943  -0.732  -4.789
C  2.981  0.694  -4.834
C  1.688  1.317  -5.332
H  4.759  -1.387  -6.708
H  3.562  -1.689  -7.987
H  3.797  -0.057  -7.349
H  2.713  -2.473  -5.805
H  1.706  -1.166  -6.398
H  3.837  1.029  -5.428
H  3.164  1.033  -3.810
H  1.464  1.026  -6.360
H  1.757  2.410  -5.301
H  0.845  1.001  -4.709

Output
Electronic energy = -67878.406 eV
Kohn-Sham gap = 8.75 eV
SMILES = C#CC[C@@]1(Cl)NC(=O)[C@@](COC(C)=O)(CC(=O)N(C)C)[C@@]1(Cl)CC=O.CCOCC.CCOCC
LUMO = -0.5 eV

=====

Molecular formula: C24H40Cl3NO2RuSi3Te
Method: DFT, the ωB97M-V functional and the def2-TZVPD basis

Geometry (Å):
Ru  0.214  0.047  0.136
C  -3.510  -1.202  0.716
Si  -2.144  -2.495  0.782
C  -2.772  -3.948  1.816
C  -2.134  -3.228  -0.955
C  -0.530  -1.803  1.484
Si  0.716  -3.117  1.973
C  0.907  -4.549  0.749
C  2.447  -2.445  2.262
C  0.256  -3.996  3.584
Si  -0.956  -0.816  2.995
C  -2.319  -1.417  4.155
C  0.402  -0.384  4.224
C  -1.592  0.868  2.334
C  -2.544  1.660  2.970
C  -2.967  2.848  2.403
C  -2.428  3.241  1.188
C  -1.484  2.432  0.592
N  -1.085  1.286  1.157
H  -4.365  -1.646  0.198
H  -3.199  -0.335  0.130
H  -3.861  -0.863  1.688
H  -3.768  -4.230  1.464
H  -2.839  -3.741  2.884
H  -2.126  -4.821  1.685
H  -3.068  -3.791  -1.044
H  -1.319  -3.922  -1.160
H  -2.152  -2.458  -1.726
H  1.756  -4.411  0.076
H  0.021  -4.744  0.145
H  1.106  -5.455  1.327
H  2.789  -1.821  1.438
H  3.149  -3.275  2.382
H  2.495  -1.831  3.162
H  -0.628  -4.623  3.454
H  0.065  -3.324  4.423
H  1.083  -4.650  3.877
H  -2.032  -2.376  4.592
H  -3.295  -1.545  3.693
H  -2.421  -0.713  4.986
H  0.749  -1.273  4.755
H  -0.037  0.286  4.969
H  1.269  0.107  3.792
H  -2.961  1.321  3.908
H  -3.712  3.459  2.895
H  -2.729  4.157  0.699
H  -1.025  2.687  -0.353
Cl  -2.506  2.799  -6.445
C  -2.135  2.030  -4.930
C  -1.018  2.416  -4.219
C  -0.737  1.789  -3.017
Cl  0.623  2.381  -2.110
C  -1.524  0.756  -2.461
O  -1.290  0.121  -1.343
C  -2.672  0.447  -3.226
Cl  -3.775  -0.746  -2.623
C  -2.973  1.051  -4.431
H  -0.372  3.203  -4.582
H  -3.863  0.758  -4.970
C  3.665  -0.012  -1.707
C  2.873  -1.272  -1.464
O  1.452  -1.024  -1.373
C  0.666  -2.106  -1.937
C  0.815  -2.232  -3.439
H  4.724  -0.272  -1.741
H  3.531  0.731  -0.922
H  3.389  0.443  -2.658
H  3.193  -1.799  -0.564
H  3.026  -1.941  -2.309
H  -0.357  -1.837  -1.709
H  0.911  -3.025  -1.408
H  0.729  -1.252  -3.912
H  -0.005  -2.851  -3.808
H  1.745  -2.702  -3.757
Te  2.064  1.275  1.322

Output
⟨S²⟩ = 6.023
Electronic energy = -102199.237 eV
Kohn-Sham gap (spin up / spin down) = 6.92 / 6.42 eV
Multiplicity = 5
Relative energy (zero: lowest compared OMol25 entry of this formula, charge and spin) = 7.8 kcal per mole
LUMO (spin up / spin down) = -0.2 / -1.5 eV

=====

Molecular formula: C24H40IrN2O2PS2Te
Method: DFT, the ωB97M-V functional and the def2-TZVPD basis

Geometry (Å):
Ir  0.312  -0.362  0.514
C  6.709  2.234  1.524
C  6.471  1.182  0.432
C  6.766  1.792  -0.946
C  7.418  0.005  0.661
C  5.011  0.753  0.487
C  4.603  -0.541  0.788
C  3.259  -0.854  0.828
N  2.297  0.040  0.580
C  2.668  1.312  0.303
C  3.998  1.680  0.249
C  1.545  2.251  0.077
C  1.714  3.619  -0.067
C  0.614  4.450  -0.234
C  -0.634  3.828  -0.238
C  -0.745  2.464  -0.093
N  0.327  1.673  0.059
C  0.726  5.959  -0.397
C  2.178  6.432  -0.365
C  -0.042  6.640  0.744
C  0.105  6.359  -1.743
H  7.754  2.547  1.512
H  6.486  1.832  2.514
H  6.095  3.123  1.371
H  7.814  2.090  -0.995
H  6.164  2.680  -1.140
H  6.581  1.073  -1.745
H  8.448  0.354  0.589
H  7.282  -0.778  -0.086
H  7.291  -0.432  1.653
H  5.315  -1.325  0.995
H  2.922  -1.852  1.075
H  4.254  2.702  0.014
H  2.707  4.037  -0.037
H  -1.543  4.402  -0.352
H  -1.703  1.965  -0.087
H  2.662  6.199  0.586
H  2.209  7.515  -0.488
H  2.767  5.995  -1.175
H  0.368  6.364  1.717
H  -1.101  6.377  0.734
H  0.031  7.724  0.639
H  0.625  5.883  -2.576
H  0.175  7.440  -1.872
H  -0.950  6.086  -1.800
C  -1.778  2.659  4.480
C  -2.146  1.198  4.435
O  -2.290  0.817  3.038
P  -1.841  -0.614  2.550
S  -2.041  -0.660  0.562
S  0.101  -0.986  2.869
O  -2.788  -1.547  3.399
C  -2.619  -2.984  3.527
C  -3.177  -3.729  2.339
H  -1.733  2.999  5.514
H  -2.523  3.257  3.955
H  -0.804  2.823  4.019
H  -3.099  0.994  4.921
H  -1.374  0.580  4.897
H  -3.159  -3.234  4.436
H  -1.559  -3.190  3.682
H  -4.232  -3.498  2.195
H  -3.082  -4.801  2.518
H  -2.643  -3.482  1.422
C  -1.308  -2.334  -2.431
Te  0.593  -2.052  -1.540
C  0.422  -3.797  -0.329
H  -1.327  -3.334  -2.854
H  -1.429  -1.599  -3.222
H  -2.080  -2.215  -1.677
H  -0.609  -3.856  0.016
H  1.071  -3.690  0.536
H  0.688  -4.677  -0.907

Output
⟨S²⟩ = 0.755
Electronic energy = -73703.079 eV
Kohn-Sham gap (spin up / spin down) = 6.90 / 6.96 eV
Total charge = +1
Multiplicity = 2
Relative energy (zero: lowest compared OMol25 entry of this formula, charge and spin) = 6.6 kcal per mole
LUMO (spin up / spin down) = -2.9 / -3.0 eV

=====

Molecular formula: C24H40N8OV
Method: DFT, the ωB97M-V functional and the def2-TZVPD basis

Geometry (Å):
V  11.493  9.235  12.843
C  10.095  4.878  13.027
C  10.517  6.259  13.455
N  11.510  6.901  12.864
C  12.284  6.221  11.769
C  13.662  7.013  11.810
N  13.380  8.434  11.845
C  12.461  9.620  9.873
C  11.986  11.891  11.043
N  11.802  11.453  12.367
C  12.912  11.760  13.262
C  12.424  11.677  14.785
N  11.704  10.417  14.925
C  10.976  10.167  15.951
C  10.898  10.960  17.248
C  10.292  8.861  15.916
C  9.719  8.222  17.070
C  9.204  6.945  16.852
C  9.386  6.291  15.697
C  10.014  6.951  14.649
N  10.411  8.207  14.754
H  8.964  4.950  12.870
H  10.320  4.005  13.671
H  10.536  4.558  12.049
H  11.751  6.318  10.782
H  12.445  5.219  11.978
H  14.114  6.749  10.891
H  14.235  6.752  12.677
H  14.129  9.073  11.680
H  11.545  9.566  9.248
H  13.117  8.974  9.386
H  11.000  11.726  10.580
H  12.275  12.943  10.959
H  10.947  11.776  12.762
H  13.339  12.798  12.983
H  13.726  11.061  13.063
H  11.708  12.496  14.908
H  13.286  11.712  15.484
H  9.854  10.834  17.646
H  11.125  12.010  17.007
H  11.636  10.603  17.928
H  9.594  8.708  18.097
H  8.717  6.382  17.668
H  9.276  5.224  15.587
C  14.311  12.790  9.026
C  14.272  11.534  9.907
C  12.881  10.996  10.215
N  12.186  8.890  11.173
H  13.565  13.557  9.257
H  14.210  12.580  7.964
H  15.256  13.312  9.083
H  14.954  11.764  10.836
H  14.831  10.744  9.383
C  7.900  10.861  14.516
N  7.635  9.679  13.708
C  6.339  9.066  14.014
C  5.800  8.427  12.845
C  6.759  7.480  12.161
N  8.015  8.157  12.025
C  8.885  7.762  10.845
C  8.447  9.188  12.729
O  9.509  9.755  12.388
H  6.983  11.470  14.671
H  8.768  11.500  14.109
H  8.184  10.579  15.502
H  5.719  9.855  14.358
H  6.405  8.532  14.982
H  5.563  9.192  12.065
H  4.832  7.956  13.153
H  6.348  7.276  11.157
H  6.830  6.525  12.641
H  8.621  8.409  10.032
H  8.594  6.765  10.589
H  9.962  7.811  10.995

Output
⟨S²⟩ = 3.785
Electronic energy = -65178.595 eV
Kohn-Sham gap (spin up / spin down) = 6.72 / 7.89 eV
Total charge = +2
Multiplicity = 4
Relative energy (zero: lowest compared OMol25 entry of this formula, charge and spin) = 13.3 kcal per mole
LUMO (spin up / spin down) = -6.1 / -6.3 eV